The following is a quantum chemistry calculation of C26H31FN4O2 in the gas phase, from the OMol25 dataset.

XYZ file:
```
64
Properties=species:S:1:pos:R:3
C 6.188 2.207 1.920
O 5.505 0.976 1.803
C 5.139 0.513 0.582
C 4.520 -0.740 0.584
C 4.087 -1.358 -0.576
C 3.360 -2.680 -0.512
N 1.919 -2.567 -0.349
C 1.249 -1.926 -1.461
C -0.257 -2.141 -1.344
C -0.762 -1.552 -0.023
N -2.178 -1.771 0.142
N -2.638 -2.790 0.874
C -3.951 -2.739 0.791
C -4.374 -1.676 -0.015
C -3.199 -1.075 -0.420
N -2.972 0.029 -1.227
C -3.941 0.889 -1.662
O -5.124 0.699 -1.507
C -3.393 2.086 -2.422
C -2.408 2.956 -1.634
C -2.971 3.434 -0.288
C -2.908 2.368 0.772
C -4.055 1.761 1.263
C -3.970 0.758 2.213
C -2.737 0.359 2.699
C -1.588 0.976 2.235
C -1.674 1.969 1.277
C 0.014 -2.202 1.118
C 1.510 -1.984 0.913
C 4.279 -0.709 -1.793
C 4.886 0.529 -1.826
C 5.306 1.134 -0.655
F 5.891 2.357 -0.771
H 7.134 2.196 1.372
H 5.577 3.044 1.573
H 6.389 2.323 2.984
H 4.400 -1.221 1.542
H 3.538 -3.244 -1.432
H 3.734 -3.269 0.329
H 1.462 -0.840 -1.502
H 1.610 -2.378 -2.388
H -0.766 -1.686 -2.197
H -0.469 -3.211 -1.348
H -0.577 -0.467 -0.004
H -4.551 -3.462 1.306
H -5.367 -1.378 -0.269
H -2.008 0.291 -1.366
H -2.909 1.722 -3.332
H -4.253 2.689 -2.717
H -2.171 3.827 -2.250
H -1.471 2.419 -1.463
H -4.004 3.758 -0.427
H -2.387 4.296 0.044
H -5.022 2.062 0.889
H -4.871 0.284 2.574
H -2.673 -0.428 3.436
H -0.621 0.687 2.623
H -0.772 2.452 0.922
H -0.208 -3.268 1.125
H -0.304 -1.781 2.072
H 1.734 -0.902 0.959
H 2.061 -2.480 1.714
H 3.964 -1.176 -2.713
H 5.048 1.051 -2.757
```

Properties
* LUMO energy: 0.398 eV
* multiplicity: 1
* gap between HOMO and LUMO: 8.5 eV
* HOMO energy: -8.151 eV
* energy relative to the best compared isomer or geometry (same formula, charge and spin): 5.8 kcal per mole
* SMILES: COc1cc(CN2CCC(n3nccc3NC(=O)CCCc3ccccc3)CC2)ccc1F
* total energy: -1478.7271 Eh



The following is a quantum chemistry calculation of a molecular structure, C7H16O2 at a distorted geometry, from the OMol25 dataset.

XYZ file:
```
25
Properties=species:S:1:pos:R:3
C -0.424 -0.139 0.924
C -0.636 -0.344 -2.029
C -0.447 0.754 2.154
C -0.244 0.984 -2.262
C -2.028 -0.798 -1.798
O -0.700 -1.490 1.183
H -0.089 -1.804 1.860
H -1.201 0.217 0.260
H 0.114 -1.122 -2.077
H 0.130 0.329 2.975
H -1.475 0.887 2.501
H -0.018 1.725 1.907
H -2.392 -1.291 -2.707
H 0.665 1.316 -1.291
H 0.438 1.129 -3.099
H -1.052 1.710 -2.301
H -2.070 -1.534 -0.994
H -2.702 0.029 -1.573
C 2.270 -0.246 1.477
C 1.382 0.089 0.288
O 1.496 1.302 -0.193
H 1.449 -0.714 -0.466
H 2.009 -1.208 1.921
H 2.231 0.536 2.231
H 3.294 -0.318 1.108
```

Properties
* LUMO energy: -0.419 eV
* multiplicity: 1
* gap between HOMO and LUMO: 7.1 eV
* HOMO energy: -7.473 eV
* energy relative to the best compared isomer or geometry (same formula, charge and spin): 113.1 kcal per mole
* total energy: -426.6357 Eh



The following is a quantum chemistry calculation of a gas-phase ion, C6H8NO4 (charge -1) at a distorted geometry, from the OMol25 dataset.

XYZ file:
```
19
Properties=species:S:1:pos:R:3
C 0.346 -1.835 -1.177
C 0.517 -0.415 -0.612
C 2.000 -0.276 -0.321
O -0.005 0.632 -1.401
C -0.500 0.491 -0.062
C -0.115 1.690 0.932
N -1.092 1.765 1.876
O 0.946 2.310 0.856
C -1.948 -0.157 -0.007
O -2.542 -0.155 1.042
O -2.395 -0.625 -1.032
H 1.067 -1.977 -1.904
H -0.668 -1.802 -1.511
H 0.399 -2.497 -0.360
H 2.329 0.633 -0.811
H 2.487 -1.103 -0.750
H 2.136 -0.158 0.715
H -1.927 1.087 1.853
H -1.035 2.391 2.674
```

Properties
* LUMO energy: 3.772 eV
* multiplicity: 1
* gap between HOMO and LUMO: 8.5 eV
* charge: -1
* HOMO energy: -4.725 eV
* energy relative to the best compared isomer or geometry (same formula, charge and spin): 4.0 kcal per mole
* SMILES: CC1(C)O[C@@]1(C(N)=O)C(=O)[O-]
* total energy: -589.1937 Eh



The following is a quantum chemistry calculation of a molecular structure, C36H30AlN5O3PS2 at a distorted geometry, from the OMol25 dataset.

XYZ file:
```
78
Properties=species:S:1:pos:R:3
Al -18.825 -7.122 -8.148
O -20.242 -8.130 -8.022
C -20.973 -8.760 -9.006
C -22.198 -9.437 -8.593
C -22.973 -10.136 -9.523
C -22.650 -10.009 -10.941
C -21.541 -9.340 -11.307
C -20.689 -8.733 -10.363
C -19.494 -8.110 -10.842
N -18.652 -7.384 -10.088
C -17.599 -6.945 -10.891
C -17.747 -7.413 -12.124
N -18.939 -8.205 -12.106
H -22.354 -9.452 -7.548
H -23.770 -10.788 -9.168
H -23.059 -10.558 -11.751
H -21.249 -9.415 -12.364
H -16.680 -6.564 -10.366
H -17.082 -7.230 -12.964
H -19.418 -8.453 -12.918
C -23.360 -3.533 -6.522
C -22.615 -2.658 -7.229
C -21.356 -2.933 -7.723
C -20.810 -4.276 -7.506
C -21.610 -5.286 -6.973
C -22.850 -4.875 -6.454
P -19.223 -4.749 -8.061
C -18.957 -3.958 -9.710
C -19.851 -4.442 -10.736
C -19.699 -3.924 -12.009
C -18.780 -2.926 -12.294
C -17.923 -2.473 -11.318
C -17.950 -3.065 -10.076
C -17.920 -4.165 -7.054
C -18.122 -3.584 -5.804
C -17.007 -3.132 -5.073
C -15.757 -3.242 -5.580
C -15.547 -3.963 -6.763
C -16.622 -4.342 -7.522
H -24.277 -3.285 -5.978
H -22.974 -1.600 -7.340
H -20.805 -2.112 -8.254
H -21.328 -6.323 -6.895
H -23.483 -5.599 -5.947
H -20.578 -5.252 -10.506
H -20.438 -4.303 -12.782
H -18.742 -2.518 -13.293
H -17.065 -1.923 -11.614
H -17.189 -2.769 -9.341
H -19.191 -3.486 -5.455
H -17.185 -2.660 -4.114
H -14.915 -2.773 -5.100
H -14.506 -4.123 -7.127
H -16.487 -4.890 -8.442
N -15.854 -13.792 -9.793
C -15.866 -12.437 -9.374
C -15.938 -11.463 -10.376
C -15.879 -10.118 -9.923
C -15.723 -9.769 -8.606
C -15.834 -10.788 -7.618
C -15.850 -12.083 -7.932
S -15.515 -8.116 -8.065
O -15.207 -7.314 -9.217
O -14.581 -8.085 -6.955
N -16.988 -7.591 -7.558
C -17.291 -7.574 -6.212
S -16.479 -7.774 -4.720
C -17.947 -7.300 -3.900
C -18.961 -7.061 -4.737
N -18.566 -7.208 -6.080
H -15.691 -14.050 -10.770
H -15.591 -14.472 -9.109
H -16.025 -11.657 -11.454
H -16.067 -9.332 -10.690
H -15.749 -10.454 -6.590
H -15.782 -12.914 -7.239
H -18.026 -7.253 -2.783
H -19.939 -6.653 -4.446
```

Properties
* LUMO energy: -2.238 eV
* multiplicity: 1
* gap between HOMO and LUMO: 8.1 eV
* charge: +1
* HOMO energy: -10.295 eV
* energy relative to the best compared isomer or geometry (same formula, charge and spin): 12.6 kcal per mole
* total energy: -3269.4708 Eh